[1]
Below is a molecular structure, C27H16F12N2O6Pd at a distorted geometry, with properties calculated with ωB97M-V with the def2-TZVPD basis set.

```
64
Properties=species:S:1:pos:R:3:forces:R:3
Pd -0.063736 -0.487778 -0.067480 -0.7541 2.8736 -0.7375
C 2.521364 4.876222 -3.791480 -0.1100 -0.1433 0.0029
C 1.804264 3.991022 -2.813880 -0.0237 0.0630 -0.0199
C 0.698664 4.418222 -2.086180 0.2401 -0.0050 -0.1259
C 0.096164 3.585922 -1.173880 -0.0470 -0.1794 0.1354
C 0.585764 2.288722 -0.893680 0.2297 0.1641 -0.2169
N -0.030136 1.521122 0.042820 0.0750 -1.0221 -0.0088
C -0.648236 2.078822 1.123620 -0.4501 0.2913 0.4004
C -0.046636 3.186322 1.760720 0.0738 -0.2100 -0.0902
C -0.598736 3.798222 2.856620 -0.2796 -0.0195 0.0153
C -1.796636 3.333222 3.389920 -0.1017 0.0131 -0.0234
C -2.413536 3.960122 4.607420 0.1365 -0.1264 -0.0320
C -2.395036 2.232622 2.793120 0.2373 0.3051 0.1252
C -1.860336 1.594222 1.683320 0.2597 0.0009 -0.2069
C -2.580736 0.365822 1.098120 -0.2388 -0.2886 0.3649
O -2.140136 -0.105778 -0.075680 0.9088 -0.4894 -0.0851
C -4.091936 0.682722 0.876220 -0.2807 0.2698 -0.1741
F -4.687636 -0.229378 0.108920 -0.0027 -0.2917 -0.1914
F -4.257736 1.868222 0.264220 0.1621 0.1879 -0.2390
F -4.868636 0.757322 1.986320 0.0640 -0.0287 0.3977
C -2.469536 -0.779278 2.162020 0.6941 0.0407 0.3072
F -1.164436 -0.984278 2.436020 -0.4377 -0.0698 0.1123
F -2.976536 -1.937078 1.737820 -0.1622 -0.1753 -0.2293
F -3.054036 -0.538678 3.360320 -0.1790 0.1382 0.1925
C 1.682464 1.842922 -1.681180 -0.0801 -0.0627 0.0686
C 2.241064 2.687422 -2.625080 -0.3025 0.2600 0.1171
C 2.214364 0.417322 -1.515880 0.0168 -0.1992 -0.5244
O 2.022364 -0.150278 -0.317980 -0.7752 -0.6488 0.2630
C 1.532664 -0.442878 -2.644080 -0.7238 0.0559 -0.2675
F 0.204764 -0.179378 -2.724880 0.4030 -0.0336 -0.1475
F 1.653864 -1.750278 -2.425180 0.2905 -0.2398 -0.0068
F 1.993264 -0.221278 -3.896880 0.2321 0.1489 -0.2116
C 3.761164 0.344522 -1.740480 0.3368 0.0584 0.0564
F 4.411764 1.258622 -1.002180 -0.0733 0.1861 0.3290
F 4.234964 -0.848878 -1.378680 0.0480 -0.3942 0.1453
F 4.236864 0.522822 -2.999680 -0.1140 0.1363 -0.3221
H 2.199064 5.909922 -3.692280 -0.0132 0.1500 -0.0405
H 2.334364 4.549922 -4.815180 0.0434 0.0823 -0.1748
H 3.595264 4.827622 -3.616680 0.1330 0.1024 -0.0728
H 0.297564 5.413222 -2.247980 -0.0153 0.0633 -0.0069
H -0.787036 3.914422 -0.642380 0.0096 0.0373 -0.0030
H 0.896264 3.534022 1.362820 0.0327 0.0406 -0.0238
H -0.104236 4.654422 3.297820 0.0813 0.0699 0.1005
H -2.137136 5.010922 4.689320 -0.0367 0.0814 0.0602
H -2.069436 3.445022 5.506720 -0.0504 0.0659 0.1685
H -3.498136 3.878422 4.568620 -0.1091 0.0630 0.0738
H -3.317236 1.874022 3.223220 -0.0886 -0.0723 0.0014
H 3.043464 2.333422 -3.252180 0.1667 -0.0476 0.0120
O 0.821164 -2.425778 1.074520 0.3263 -1.7565 0.1400
C 0.287964 -3.086278 0.162120 0.1209 0.8973 0.7954
O -0.443036 -2.557078 -0.715480 0.0665 -0.3793 -0.0807
C 0.525464 -4.569778 0.043520 0.3488 0.2738 -0.2283
C 1.763964 -5.003478 -0.434480 -0.4046 -0.2299 0.1389
C 1.979164 -6.355578 -0.669880 0.1651 0.1748 -0.0215
C 0.987564 -7.278678 -0.418980 -0.6529 -0.3254 0.1929
C -0.248336 -6.852078 0.094220 2.0393 1.8564 -0.5180
C -0.472036 -5.484878 0.320720 -0.3236 -0.7654 0.0330
N -1.240336 -7.796978 0.364420 -2.6068 -2.4583 0.7746
O -2.286436 -7.441378 0.950420 1.7757 -0.5184 -1.0017
O -1.046036 -8.988678 0.014420 -0.3311 1.8377 0.5478
H 2.538564 -4.277178 -0.630480 0.0264 0.1200 -0.0166
H 2.934164 -6.683978 -1.062480 -0.0345 -0.0434 0.0171
H 1.127564 -8.332778 -0.605480 0.0648 0.0067 0.0009
H -1.433536 -5.168078 0.697920 -0.0056 0.1077 -0.0416
```
Forces are in eV/Å.

The highest occupied orbital energy is -1.35 eV. As for the charge: -2. As for the multiplicity: 1.


[2]
Below is 11 unconnected molecules or ions with the total composition C32H67BrCl22N4O4P at a distorted geometry, with properties calculated with ωB97M-V with the def2-TZVPD basis set.

```
131
Properties=species:S:1:pos:R:3:forces:R:3
C 8.110704 0.861556 0.256913 -0.8052 0.9620 -0.3238
C 7.434207 0.450147 1.695443 1.9567 1.7345 0.1892
O 6.632169 -0.791217 1.665804 -2.4936 1.3908 -1.4994
P 4.962305 -0.433879 1.322989 -0.3559 3.6026 4.9442
O 4.445734 0.472995 2.552328 1.5022 -2.9732 -4.9666
C 3.821989 -2.002445 1.286777 -0.2123 -1.0219 -1.6733
C 2.223376 -1.576857 1.533722 1.4162 0.2955 0.5608
C 1.759748 -0.735483 0.209022 0.0139 1.2754 1.1586
C 1.631805 0.857237 0.699313 0.0460 -1.2911 1.8366
N 0.653521 1.662544 -0.124919 -0.8636 -2.3843 -2.4525
C 0.343477 1.031611 -1.463757 -0.8284 0.2390 -1.3177
N 0.217601 1.918412 -2.541137 0.7698 -1.9779 3.2480
Br 0.501472 3.777327 -2.237031 -0.1051 -2.2054 -0.3352
N 0.111860 -0.438058 -1.737330 2.7190 3.5462 2.3184
C 1.032887 -0.959268 -2.816747 0.0738 0.5840 -2.4821
C 0.114959 -1.231400 -4.185297 0.8821 1.0794 -0.1390
N 1.065391 -1.241166 -5.396307 -0.0492 -0.8134 1.9158
C 0.298294 -1.135759 -0.408660 -0.1849 -0.6142 1.4750
C -0.018660 -2.740710 -0.488181 -0.8088 -0.7032 1.1678
C -1.288202 -3.051933 0.553992 -0.5500 0.1904 -0.4172
C -2.690378 -2.765834 -0.303345 0.7077 0.3535 0.7314
C -3.806962 -1.908743 0.555641 -0.5209 -0.4025 -0.7082
C -4.799530 -1.082932 -0.504909 0.2307 -0.6980 0.3974
C -6.346319 -1.550350 -0.214216 0.3870 0.0540 -0.1613
C -7.478222 -0.820152 -1.149046 -0.4867 -0.4698 -0.2700
C -8.678518 -0.061603 -0.276714 0.0069 -0.6907 -0.8684
O -8.599420 1.419769 -0.370038 -1.6975 -1.3958 -0.2971
C -9.864617 1.996734 -0.858628 -0.7445 0.4778 -0.3906
O 4.924469 0.478570 -0.162269 0.1936 -3.2884 1.6349
C 5.337276 -0.324458 -1.323640 0.2563 0.1985 -2.2778
C 5.611448 0.769015 -2.559217 -0.2707 0.1716 0.2392
H 9.021119 1.609805 0.448063 -1.8781 -1.9578 -0.3722
H 8.395326 -0.041179 -0.432779 -0.2494 1.6414 1.6376
H 7.318873 1.504810 -0.355090 1.6496 -1.4139 1.2863
H 8.324849 0.306938 2.476693 -2.1459 -0.1287 -1.7053
H 6.841383 1.397480 2.073748 0.8080 -2.2098 -0.6813
H 3.916409 -2.423984 0.178581 -0.2275 0.6145 2.2843
H 4.182685 -2.857009 2.000282 -0.4572 1.9761 -1.1175
H 1.586586 -2.526531 1.779003 1.3348 1.8169 -0.8623
H 2.245934 -0.932702 2.537813 -0.2138 -1.1708 -2.3811
H 2.649718 -0.752637 -0.552881 -2.0222 -0.2575 1.0383
H 2.675578 1.382795 0.807661 -2.1191 -1.0112 -0.5429
H 1.177699 0.818302 1.802786 1.0134 0.1519 -2.4300
H -0.226632 1.800315 0.420360 0.8442 0.0497 -0.9257
H -0.011036 1.619525 -3.518137 0.2619 0.2380 1.4017
H 1.691300 -1.877632 -2.513639 -1.7269 1.6700 -0.2885
H 1.800613 -0.104836 -3.142924 -1.6348 -1.8090 0.8095
H -0.601424 -0.295695 -4.375451 1.2948 -2.0555 0.7510
H -0.533863 -2.207368 -4.114238 1.3973 1.9814 -0.1852
H 1.748827 -0.436359 -5.303574 -1.1292 -1.4861 -0.1069
H 1.607170 -2.136037 -5.272567 -0.4275 1.4099 -0.4709
H -0.516509 -0.668603 0.327286 1.7239 -1.0002 -1.5934
H 0.873154 -3.421056 -0.079777 -2.0175 2.3805 -1.6037
H -0.407035 -3.110288 -1.548812 1.2086 1.0113 2.2134
H -1.256722 -2.341585 1.512779 0.0776 -1.5120 -2.0944
H -1.291926 -4.161870 0.945435 0.2276 2.2087 -0.8536
H -2.355511 -2.131968 -1.241166 -0.8964 -1.2257 1.7665
H -3.107438 -3.807785 -0.663397 0.6722 2.2324 0.6104
H -3.297309 -1.190600 1.339572 -0.9307 -1.4119 -1.6682
H -4.507679 -2.652061 1.149560 1.5913 1.4757 -1.0616
H -4.479062 -1.402119 -1.593283 -0.7690 0.7201 2.0733
H -4.628140 0.072065 -0.396186 -0.5578 -2.1737 -0.1986
H -6.380307 -2.721861 -0.393876 0.0569 2.4246 0.4452
H -6.569229 -1.360444 0.922514 0.3660 -0.3473 -2.1520
H -8.012709 -1.669779 -1.785760 1.1238 1.8227 1.3179
H -6.985160 -0.092742 -1.934920 -1.0350 -1.2682 1.7563
H -9.720374 -0.405737 -0.718065 2.1257 0.6519 0.9711
H -8.597206 -0.439085 0.831914 -0.2059 1.0181 -1.9806
H -10.809192 1.469904 -0.385036 1.9349 1.0335 -0.8273
H -9.970565 1.934791 -2.040201 0.3834 -0.0172 2.4401
H -9.899580 3.137530 -0.564428 0.2464 -2.3660 -0.4796
H 4.489275 -1.044225 -1.740474 1.5115 1.3806 1.2850
H 6.276850 -0.977266 -1.075245 -1.7064 1.3649 -0.4751
H 6.659159 0.593932 -3.052631 -2.0143 0.4499 1.0533
H 4.793788 0.701091 -3.409143 1.8924 -0.1613 2.0381
H 5.515278 1.875247 -2.122975 0.4506 -2.5090 -0.8592
C -11.195414 5.406439 -2.313415 0.1012 0.3768 0.1398
Cl -12.635611 5.435342 -1.288692 0.0850 0.0374 0.0436
Cl -11.287354 4.101888 -3.502982 0.1063 0.0096 -0.1082
H -11.112929 6.361299 -2.838253 -0.1850 -0.4235 0.1648
H -10.314652 5.253436 -1.685045 -0.2581 -0.0593 -0.1642
C 8.981589 -1.936594 4.254317 -0.2750 0.3346 -0.0091
Cl 9.266253 -3.102506 5.552268 0.0116 0.0495 0.0316
Cl 9.811661 -2.421366 2.770622 -0.0402 0.0921 -0.0408
H 7.908231 -1.877335 4.058337 0.2577 -0.1403 0.0190
H 9.354210 -0.958114 4.566935 0.0368 -0.3282 -0.0432
C 1.292922 -5.250640 -4.232860 -0.0808 -0.4210 -0.2851
Cl -0.279629 -4.955662 -3.481106 -0.0254 -0.1892 -0.1045
Cl 2.480943 -4.048200 -3.715057 0.2472 -0.1321 -0.0209
H 1.644071 -6.244556 -3.945035 -0.0835 0.3330 0.0514
H 1.183637 -5.198019 -5.318810 0.0070 0.1153 0.3092
C -12.259891 1.715297 -6.372217 -0.1252 0.0391 0.3396
Cl -10.886561 0.922507 -7.153568 0.0612 -0.0433 0.1066
Cl -13.306020 2.496178 -7.564364 -0.0246 0.0122 0.1275
H -12.839430 0.966825 -5.826377 0.1455 0.1514 -0.2619
H -11.886154 2.471346 -5.677442 -0.0648 -0.1608 -0.3217
C -9.192242 9.088780 -2.648815 0.2527 0.3240 0.1079
Cl -10.632439 9.117683 -1.624092 0.0644 0.0343 0.0310
Cl -9.284182 7.784229 -3.838382 0.2548 0.1088 -0.1711
H -9.109757 10.043641 -3.173653 -0.1352 -0.3038 0.0794
H -8.311480 8.935777 -2.020444 -0.2934 -0.0697 -0.1503
C 2.489237 -5.527541 2.198130 0.3337 -0.3960 0.2607
Cl 1.680507 -5.130597 0.677127 0.4371 -0.8451 0.1977
Cl 2.015328 -4.407824 3.481493 0.0772 -0.1934 0.1335
H 2.214360 -6.543245 2.492760 -0.0344 0.3214 -0.0852
H 3.570469 -5.465238 2.053025 -0.2978 0.0729 0.0024
C 6.063699 -3.670573 7.078047 0.1826 -0.0310 0.4223
Cl 5.437557 -2.858339 5.638157 -0.0013 0.2201 -0.0869
Cl 5.751120 -5.409411 7.013906 0.0430 0.0133 0.0571
H 7.142050 -3.504996 7.139368 -0.3340 -0.0722 -0.1561
H 5.575474 -3.253767 7.962302 0.0918 -0.2601 -0.4272
C 4.082852 -0.988499 9.044183 -0.4067 0.0337 -0.1835
Cl 5.466276 -1.728083 9.859178 0.0059 -0.0221 0.2021
Cl 4.195870 0.775512 9.073646 -0.0795 -0.1161 -0.0580
H 4.059715 -1.326190 8.005219 0.1318 0.1301 0.2181
H 3.165188 -1.294690 9.552257 0.3204 0.1185 -0.0182
C 2.911180 2.577440 -6.272385 -0.1813 0.4971 -0.5300
Cl 3.195844 1.411529 -4.974434 -0.1295 0.2397 0.0734
Cl 3.741252 2.092668 -7.756081 -0.1375 0.1046 0.1818
H 1.837822 2.636699 -6.468366 0.2831 -0.1445 0.0358
H 3.283802 3.555921 -5.959768 0.0145 -0.3469 -0.0060
C 7.682852 -0.946051 13.054385 -0.2509 -0.1727 -0.1322
Cl 9.066276 -1.685635 13.869381 -0.0634 -0.0985 -0.0398
Cl 7.795870 0.817960 13.083849 -0.1109 -0.0257 -0.0739
H 7.659715 -1.283742 12.015421 0.1191 0.1618 0.2782
H 6.765188 -1.252242 13.562459 0.2967 0.1416 -0.0437
C -0.236301 7.553663 -3.656925 0.0159 0.6512 -0.0141
Cl -0.862443 8.365898 -5.096814 0.0850 0.0266 0.1382
Cl -0.548880 5.814826 -3.721065 -0.2074 1.1354 -0.3212
H 0.842050 7.719241 -3.595603 -0.2804 -0.1514 -0.1207
H -0.724526 7.970470 -2.772669 0.0198 -0.1965 -0.2737
```
Forces are in eV/Å.

The highest occupied orbital energy is -11.04 eV. As for the charge: +1. As for the multiplicity: 1.


Question: What is the formula in the first record?
Answer: C27H16F12N2O6Pd


Question: Among the records above, which one has the lowest charge?
Answer: C27H16F12N2O6Pd


Question: Which of these has the highest highest occupied orbital energy?
Answer: C27H16F12N2O6Pd


Question: The lowest charge belongs to which entry?
Answer: C27H16F12N2O6Pd